[1]
DFT (the ωB97M-V functional and the def2-TZVPD basis) results for the molecule CH6N4S.

* frontier orbital gap: 9.095 eV
* highest occupied orbital energy: -8.44 eV
* total charge: 0
* total energy: -658.85761 hartree
* energy above the lowest of the compared OMol25 structures with the same formula, charge and spin: 8.6 kcal/mol
* SMILES: NNC(=S)NN

Structure (XYZ):
```
12
CH6N4S | OMol25 | the ωB97M-V functional and the def2-TZVPD basis
N -0.89151 0.09365 1.46797
N -0.02396 0.93099 0.75977
C 0.16838 0.92514 -0.58645
S 0.51952 2.30832 -1.43738
N 0.12504 -0.31570 -1.18525
N 0.59382 -1.47172 -0.59594
H -0.43082 -0.77013 1.74413
H -1.71704 -0.08423 0.90946
H 0.01823 1.87341 1.15622
H 0.35946 -0.26110 -2.17312
H 1.40824 -1.31007 -0.00896
H -0.12936 -1.91855 -0.05045
```

[2]
DFT (the ωB97M-V functional and the def2-TZVPD basis) results for the ion C8H14NO2 with charge +1.

* frontier orbital gap: 11.390 eV
* highest occupied orbital energy: -14.35 eV
* total charge: +1
* total energy: -518.13416 hartree
* energy above the lowest of the compared OMol25 structures with the same formula, charge and spin: 48.1 kcal/mol
* SMILES: CC1(C)OC[C@@H]2C=C[C@@H](O)[N@@H+]21

Structure (XYZ):
```
25
C8H14NO2 | OMol25 | the ωB97M-V functional and the def2-TZVPD basis
C -0.93032 -0.53304 -1.44469
C -1.07458 -0.42938 0.12509
C -1.72120 -1.72246 0.58930
O -1.76902 0.65385 0.55008
C -0.95587 1.79165 0.40549
C 0.48102 1.26586 0.86818
C 1.50306 1.70820 -0.06273
C 2.23330 0.76174 -0.62458
C 1.71673 -0.58950 -0.07034
O 2.55564 -1.13594 0.91637
N 0.34572 -0.16389 0.71081
H -0.44786 0.33572 -1.87608
H -1.91688 -0.65621 -1.80159
H -0.46671 -1.52069 -1.82034
H -1.25458 -2.13044 1.51666
H -1.88395 -2.40449 -0.15247
H -2.81826 -1.31432 0.91197
H -1.44231 2.54819 0.98496
H -0.82744 2.24530 -0.58388
H 0.68269 1.57740 1.99393
H 1.80955 2.76200 -0.10012
H 3.21987 1.03154 -1.06432
H 1.51370 -1.35204 -0.79962
H 3.51093 -1.01414 0.77525
H 0.68828 -0.75539 1.40165
```

[3]
DFT (the ωB97M-V functional and the def2-TZVPD basis) results for the molecule C19H23FN2S.

* frontier orbital gap: 8.687 eV
* highest occupied orbital energy: -8.07 eV
* total charge: 0
* total energy: -1345.40236 hartree
* energy above the lowest of the compared OMol25 structures with the same formula, charge and spin: 1.9 kcal/mol
* SMILES: CCCc1ccc([C@@H](C)NC(=S)NCc2ccc(F)cc2)cc1

Structure (XYZ):
```
46
C19H23FN2S | OMol25 | the ωB97M-V functional and the def2-TZVPD basis
C -7.22856 -2.83196 -0.19741
C -5.91260 -2.06544 -0.20890
C -6.11346 -0.58819 0.15024
C -4.80448 0.14449 0.11642
C -4.33017 0.69424 -1.06756
C -3.10267 1.32680 -1.11371
C -2.31804 1.42862 0.02576
C -0.98090 2.13568 -0.02946
C -1.08252 3.53815 0.56327
N 0.05280 1.39899 0.67518
C 0.56892 0.24392 0.20155
S 0.23482 -0.29476 -1.32523
N 1.36666 -0.44274 1.05802
C 2.19068 -1.56188 0.64780
C 3.59754 -1.12273 0.33201
C 4.62625 -1.31290 1.24550
C 5.90790 -0.86974 0.97026
C 6.14206 -0.22631 -0.23051
F 7.38957 0.21204 -0.50419
C 5.13650 -0.01890 -1.15751
C 3.86314 -0.47181 -0.86819
C -2.78832 0.88053 1.21110
C -4.01437 0.24361 1.25364
H -7.68723 -2.79087 0.78850
H -7.06442 -3.87537 -0.45619
H -7.92544 -2.40590 -0.91622
H -5.21805 -2.51458 0.50447
H -5.45598 -2.13209 -1.19857
H -6.80857 -0.14018 -0.56318
H -6.55521 -0.51927 1.14684
H -4.92782 0.62172 -1.96489
H -2.74288 1.73767 -2.04550
H -0.66226 2.19798 -1.07635
H -0.11872 4.04049 0.51950
H -1.80734 4.12023 0.00121
H -1.41305 3.49001 1.59943
H 0.15870 1.60564 1.65822
H 1.66023 0.02903 1.90245
H 2.18904 -2.30209 1.45269
H 1.71574 -1.98713 -0.24018
H 4.42916 -1.81972 2.17931
H 6.71705 -1.01631 1.66818
H 5.35675 0.48415 -2.08549
H 3.06327 -0.32372 -1.57744
H -2.19262 0.94232 2.11191
H -4.36317 -0.18184 2.18429
```

[4]
DFT (the ωB97M-V functional and the def2-TZVPD basis) results for the molecule C5H7N.

* frontier orbital gap: 9.040 eV
* highest occupied orbital energy: -7.96 eV
* total charge: 0
* total energy: -249.43083 hartree
* energy above the lowest of the compared OMol25 structures with the same formula, charge and spin: 26.6 kcal/mol
* SMILES: Cc1cc[nH]c1

Structure (XYZ):
```
13
C5H7N | OMol25 | the ωB97M-V functional and the def2-TZVPD basis
C 1.91900 0.04974 0.14178
C 0.44558 0.09009 -0.10926
C -0.44439 1.11872 0.27400
C -1.73436 0.62888 0.13122
N -1.62355 -0.60873 -0.45130
C -0.32612 -0.96711 -0.55684
H 2.19569 0.74478 0.94261
H 2.20171 -0.95456 0.47702
H 2.50431 0.29526 -0.74676
H -0.15255 2.10463 0.62622
H -2.41359 0.46611 0.94345
H -2.44375 -1.14576 -0.67618
H -0.06075 -1.97025 -0.84912
```

[5]
DFT (the ωB97M-V functional and the def2-TZVPD basis) results for a cluster of 14 separate species, C36H72Cl20O12 in total.

* frontier orbital gap: 10.683 eV
* highest occupied orbital energy: -10.43 eV
* total charge: 0
* total energy: -11521.69199 hartree

Structure (XYZ):
```
140
C36H72Cl20O12 | OMol25 | the ωB97M-V functional and the def2-TZVPD basis
Cl -1.03592 7.31681 -1.99764
C -0.85963 5.77045 -2.77836
C -2.16659 5.13298 -3.17348
Cl -3.10727 6.09272 -4.35149
H -0.31213 5.16307 -2.06451
H -0.23559 6.01587 -3.65509
H -2.86960 4.98439 -2.39028
H -1.87517 4.18008 -3.62197
Cl -6.44251 -1.82001 0.05304
C -4.98415 -2.55464 0.65085
C -4.38791 -3.47828 -0.37344
Cl -3.49730 -2.66170 -1.74642
H -5.21224 -3.00773 1.60196
H -4.25807 -1.72854 0.87167
H -5.20917 -4.11032 -0.81323
H -3.71496 -4.18116 0.15214
Cl 1.75660 -1.90861 3.14299
C 1.04219 -0.48521 3.96584
C 1.78895 0.80797 3.54966
Cl 3.45791 0.99533 4.19425
H 1.26397 -0.69603 5.00958
H -0.00574 -0.42004 3.73416
H 1.23045 1.71007 3.65428
H 1.97354 0.68263 2.48910
Cl -0.80806 -1.27749 -3.81721
C -2.28852 -0.34498 -4.26144
C -3.00359 -1.11858 -5.44381
Cl -4.29369 -0.12571 -6.14012
H -2.03024 0.65323 -4.63698
H -2.90801 -0.24315 -3.37307
H -3.43106 -2.10572 -5.17247
H -2.23675 -1.30550 -6.21445
Cl 4.75519 0.72154 -2.48735
C 3.45726 1.80691 -3.05724
C 3.75900 3.21020 -2.45035
Cl 2.64406 4.40242 -3.21516
H 2.51432 1.47093 -2.60461
H 3.46203 1.82901 -4.14011
H 4.77837 3.63291 -2.66661
H 3.55994 3.23844 -1.38313
Cl 7.94823 0.53784 1.47026
C 6.64884 1.33641 2.37278
C 5.63757 1.84761 1.40273
Cl 6.31657 3.16292 0.44958
H 7.05828 2.16006 2.97921
H 6.10463 0.61402 2.95365
H 4.77438 2.27849 1.92212
H 5.28886 1.04007 0.75068
Cl -3.14844 2.21460 -1.08500
C -4.83352 2.85221 -0.96731
C -5.77713 2.17164 -1.94746
Cl -5.32354 2.60164 -3.59972
H -4.57771 3.88747 -1.08927
H -5.17964 2.67312 0.02876
H -6.76318 2.64553 -1.82562
H -5.76358 1.11836 -1.76076
Cl -1.03068 -3.59629 0.93081
C -0.42023 -4.85044 2.03075
C -0.96135 -4.59136 3.45596
Cl -2.71946 -4.96366 3.57144
H 0.65174 -4.85518 2.13688
H -0.74132 -5.83137 1.68270
H -0.92569 -3.53545 3.78595
H -0.49415 -5.31386 4.14379
Cl -1.58431 -0.28370 1.27755
C -0.97161 -0.58805 -0.38054
C 0.50159 -0.97372 -0.37525
Cl 1.43338 0.49279 -0.04899
H -1.14536 0.30687 -0.97999
H -1.60303 -1.39109 -0.74396
H 0.77038 -1.24546 -1.40226
H 0.73824 -1.74492 0.38187
Cl -4.79043 1.28541 2.21769
C -6.47279 1.66366 2.70719
C -6.96865 0.46253 3.47381
Cl -8.68012 0.69005 4.00656
H -7.05162 2.05486 1.85756
H -6.39999 2.53254 3.36111
H -6.37760 0.44816 4.41536
H -6.99147 -0.42872 2.91022
C 2.73437 -1.73576 -4.23242
C 2.42425 -2.61856 -5.44894
O 2.95079 -3.90975 -5.25740
C 4.10056 -4.23733 -5.92941
O 4.72437 -3.54784 -6.68566
O 4.45427 -5.49767 -5.63432
C 5.60603 -6.08045 -6.19443
H 2.37063 -0.70159 -4.42391
H 3.82092 -1.64751 -4.01750
H 2.27819 -2.22679 -3.36656
H 2.90517 -2.15708 -6.30085
H 1.35938 -2.68374 -5.53674
H 6.35039 -5.31241 -6.32604
H 5.44190 -6.70199 -7.08019
H 5.98157 -6.71086 -5.36601
C -3.09502 -1.41304 4.62156
C -3.05159 -0.65402 5.91978
O -3.60247 0.67608 5.87100
C -2.88368 1.45558 5.13511
O -1.90237 1.21324 4.45584
O -3.39370 2.74885 5.29182
C -2.79220 3.67446 4.44209
H -4.07939 -1.29222 4.19292
H -2.94335 -2.47852 4.80130
H -2.35641 -1.04841 3.92883
H -2.00981 -0.67736 6.16772
H -3.72308 -1.13818 6.61855
H -2.80381 3.28763 3.41549
H -1.76561 4.03758 4.67334
H -3.49307 4.53030 4.51692
C 4.66547 4.67795 3.65830
C 3.77148 5.19919 2.55280
O 2.78827 4.07396 2.27276
C 1.93473 4.19682 1.31921
O 1.92824 5.01788 0.46143
O 1.03770 3.19209 1.48452
C -0.13924 3.28929 0.59841
H 5.47030 5.38235 3.79646
H 5.16179 3.80704 3.24781
H 4.04463 4.50594 4.55230
H 4.30506 5.33165 1.64183
H 3.23525 6.09751 2.78979
H 0.22066 3.33826 -0.45505
H -0.71871 4.17099 0.86275
H -0.62439 2.34167 0.84440
C 4.26141 -2.33882 0.17015
C 3.43110 -3.58284 0.10875
O 2.55144 -3.36870 -1.04467
C 1.64515 -4.27107 -1.16328
O 1.46219 -5.23907 -0.48538
O 0.89564 -3.92196 -2.18961
C -0.18307 -4.81862 -2.49906
H 3.63483 -1.45123 0.30472
H 4.86238 -2.18182 -0.73573
H 5.03902 -2.39967 0.92796
H 2.78401 -3.57071 0.98962
H 3.91911 -4.53311 -0.00805
H 0.15479 -5.87132 -2.57119
H -0.57965 -4.45980 -3.44520
H -1.01277 -4.89657 -1.74901
```

[6]
DFT (the ωB97M-V functional and the def2-TZVPD basis) results for a cluster of 7 separate species, C16H49N11O7 in total.

* frontier orbital gap: 9.242 eV
* highest occupied orbital energy: -8.89 eV
* total charge: 0
* total energy: -1768.07635 hartree
* energy above the lowest of the compared OMol25 structures with the same formula, charge and spin: 47.8 kcal/mol
* SMILES: COC[C@H](C)N.COC[C@H](C)N.COC[C@H](C)N.NC(N)=O.NC(N)=O.NC(N)=O.NC(N)=O

Structure (XYZ):
```
83
C16H49N11O7 | OMol25 | the ωB97M-V functional and the def2-TZVPD basis
C 1.77720 -2.63970 -2.74102
O 2.75521 -2.06718 -1.89143
C 2.37327 -0.75575 -1.51951
C 2.09930 0.29279 -2.60994
C 3.43975 0.60945 -3.28879
N 1.65270 1.56499 -1.99028
H 2.03660 -3.66966 -2.96168
H 1.58051 -2.03144 -3.62811
H 0.79929 -2.62866 -2.23124
H 1.41839 -0.84736 -0.97712
H 3.14866 -0.33460 -0.88205
H 1.27098 -0.00048 -3.25374
H 3.34085 1.37779 -4.06025
H 3.84156 -0.30631 -3.72565
H 4.15590 1.05701 -2.59795
H 1.13353 1.23200 -1.17071
H 2.37512 2.17309 -1.61896
C 0.79785 -3.31993 1.84643
O -0.49605 -2.81356 2.04992
C -0.71041 -2.31040 3.37742
C -2.18610 -1.83375 3.52432
C -3.21262 -2.95682 3.38568
N -2.30233 -0.85357 2.41904
H 0.82039 -3.67604 0.81442
H 1.03812 -4.18270 2.47361
H 1.63812 -2.62033 1.91950
H -0.35263 -2.97705 4.16733
H -0.02482 -1.45482 3.41127
H -2.30201 -1.32462 4.48319
H -2.92054 -3.81223 3.99758
H -3.24737 -3.33438 2.36083
H -4.21689 -2.59718 3.60541
H -1.67802 -1.22784 1.71719
H -3.21503 -0.97061 1.98551
C 2.38351 0.85407 2.08602
O 1.40331 1.66170 2.70210
C 1.07391 1.38820 4.03288
C -0.19630 2.19860 4.42267
C -0.40971 2.37320 5.91768
N -1.50922 1.77010 3.84089
H 1.98655 -0.16729 2.13445
H 3.42702 0.98643 2.37825
H 2.43441 1.01925 1.00577
H 0.85731 0.31844 4.13943
H 1.80921 1.71104 4.77614
H -0.12282 3.18582 3.95794
H -1.02336 3.22580 6.19096
H 0.51615 2.49581 6.50043
H -0.76839 1.45935 6.40366
H -1.37742 1.99425 2.85486
H -1.54833 0.75295 3.81088
N -0.86630 5.72567 -0.90329
C -0.20780 4.52203 -0.87914
N -0.03466 3.92601 -2.07080
O 0.28862 4.10064 0.17900
H -1.45344 5.89673 -1.69937
H -1.08972 6.11804 -0.00686
H -0.37882 4.23864 -2.95930
H 0.38742 2.99541 -1.98545
N -0.06234 -4.36709 -4.26228
C -0.72601 -3.25378 -3.85758
N -1.04271 -3.18403 -2.54117
O -0.98843 -2.33759 -4.63313
H 0.10660 -4.46607 -5.24552
H 0.11926 -5.13277 -3.64407
H -0.79315 -3.92013 -1.91153
H -1.60799 -2.41450 -2.22203
N -0.05541 -0.12157 0.48687
C -0.74005 0.28614 -0.61160
N -0.78761 1.63764 -0.81501
O -1.20952 -0.50360 -1.44027
H -0.14249 -1.11854 0.61336
H 0.16510 0.46851 1.27269
H -1.06303 2.01095 -1.70568
H -0.61218 2.21368 -0.01056
N -2.37611 1.15009 -3.21453
C -1.58525 1.64942 -4.21796
N -0.76823 0.70147 -4.76823
O -1.64874 2.79208 -4.65929
H -2.17945 0.20934 -2.90665
H -3.22451 1.53851 -2.85574
H -0.81905 -0.27758 -4.53309
H -0.16829 0.92842 -5.53701
```

Look up the highest occupied orbital energy of the third one. -8.07 eV